# 1
C3H10N2S in the gas phase in a non-equilibrium geometry. Source: the Open Molecules 2025 dataset; level of theory: wB97M-V/def2-TZVPD.

Atoms and positions in Å:
N (-0.1728, 0.0278, 2.8487)
C (-0.7011, -0.5668, 1.6175)
C (-0.0769, 0.1117, 0.3687)
N (1.3482, 0.1777, 0.4650)
C (-0.5649, -0.5205, -0.9173)
S (0.0020, 0.3406, -2.4289)
H (-0.9958, 0.4211, 3.2966)
H (0.1643, -0.6895, 3.4803)
H (-0.6291, -1.6387, 1.4057)
H (-1.7473, -0.3270, 1.4650)
H (-0.4751, 1.1446, 0.3824)
H (1.9453, 0.6202, -0.2072)
H (1.6976, 0.2552, 1.4051)
H (-0.2889, -1.5565, -1.0468)
H (-1.6468, -0.4468, -1.0123)
H (1.3139, 0.4444, -2.2307)

Results
LUMO: 1.0 eV
2S+1: 1
electronic energy: -17088.14175 eV
frontier orbital gap: 0.3521 Ha
energy above the lowest of the compared OMol25 structures with the same formula, charge and spin: 10.7 kcal per mole



# 2
C3H4S2 in the gas phase in a non-equilibrium geometry. Source: the Open Molecules 2025 dataset; level of theory: wB97M-V/def2-TZVPD.

Atoms and positions in Å:
C (-0.4551, -0.4632, -0.2972)
C (0.7522, -0.4454, -0.0176)
C (1.9145, -0.3396, 0.4438)
S (-1.5900, 0.9559, -0.9240)
S (-1.7439, 2.2974, 0.3686)
H (-1.1072, -1.3601, -0.3164)
H (2.6569, -0.4232, -0.2874)
H (2.1322, -0.4749, 1.4906)
H (-2.5596, 0.2531, -0.4603)

Results
LUMO: 0.3 eV
2S+1: 1
electronic energy: -24842.45744 eV
frontier orbital gap: 0.3157 Ha
energy above the lowest of the compared OMol25 structures with the same formula, charge and spin: 73.4 kcal per mole